DFT (wB97M-V/def2-TZVPD) results for a cluster of 3 separate species, C6H19NO3 in total.

XYZ file:
```
29
Properties=species:S:1:pos:R:3:forces:R:3
H -13.20797 -2.89194 28.92544 -0.27 0.17 0.15
C -13.98725 -2.30483 27.04608 -2.88 -0.36 0.79
C -12.92330 -2.14879 28.18060 1.25 -0.67 0.16
N -13.62660 -1.35763 26.09893 1.59 0.26 1.80
H -16.08798 -2.11890 26.63735 -0.38 -0.33 0.22
O -15.58393 -0.59420 27.95329 0.00 -1.31 0.04
C -15.48076 -1.97700 27.53135 1.48 0.93 -0.06
O -20.19988 -1.94116 27.62151 1.73 1.06 -0.28
H -13.87898 -3.34562 26.74088 -0.19 0.12 -0.33
H -20.74013 -7.38401 24.39953 -0.25 -0.17 -0.04
H -20.09175 0.03511 28.46214 0.43 -0.62 -0.03
C -20.79431 -0.67696 28.02916 -1.16 -1.86 0.09
H -12.02124 -2.54437 27.71381 0.31 0.17 0.26
H -12.65329 -1.40593 25.83355 0.30 -0.25 -1.35
H -19.11748 -6.30642 25.44693 0.43 -0.01 -0.60
C -19.99313 -5.77132 25.07948 0.14 0.17 0.50
H -21.48993 -1.04755 28.78207 -0.33 1.09 0.28
H -17.20691 -0.12251 26.83498 -0.47 -0.12 -0.02
H -15.68732 -2.66257 28.35319 -0.37 -0.03 -0.14
H -20.79246 -2.61437 27.27911 -0.59 0.60 0.13
C -16.99097 -0.21786 27.89912 0.01 0.05 -0.76
H -20.11555 -5.01910 25.85876 -0.88 -0.17 0.22
H -13.75521 -0.49389 26.60637 -0.93 1.49 -0.68
O -21.07906 -6.67825 24.95507 0.19 0.52 0.20
H -17.64627 -0.95687 28.36015 0.19 -0.22 -0.06
H -19.84957 -5.17501 24.17842 0.39 -0.34 -0.28
H -21.32450 -0.14750 27.23753 -0.01 -0.24 -0.19
H -17.23471 0.74425 28.34972 0.86 -0.03 0.23
H -12.69609 -1.18648 28.63934 -0.58 0.08 -0.26
```
Forces are in eV/Å.

For the energy above the lowest of the compared OMol25 structures with the same formula, charge and spin, the calculation gives 10.8 kcal/mol. The multiplicity is 2. Its total charge is +1. As for the HOMO-LUMO gap (alpha / beta): 9.26 / 3.77 eV.


DFT (wB97M-V/def2-TZVPD) results for a cluster of 6 separate species, C21H33BIO17 in total.

XYZ file:
```
73
Properties=species:S:1:pos:R:3:forces:R:3
C 0.62972 -4.90696 0.23088 -0.09 -0.76 -0.09
H 2.67674 -3.08402 -1.31160 -0.60 -2.23 -0.56
H 1.91115 -4.20332 1.99171 0.82 0.11 0.60
C 0.62249 -2.35993 1.16883 0.16 1.96 -0.30
O 1.50372 5.30877 2.41874 -1.08 0.15 -0.16
H 2.08671 5.23047 -1.13381 -0.18 -0.14 -0.09
O 3.32649 6.11095 -2.95551 2.10 -0.80 -1.41
H 0.43470 5.99510 -2.68464 0.12 -0.22 -0.14
B 0.84375 -3.93791 1.57502 -0.34 -0.59 -1.40
H 6.79513 3.89714 -4.03062 -0.26 0.03 0.13
O -6.00087 -3.10243 3.62104 -1.39 3.00 -0.35
H 2.31849 5.10165 4.28844 -0.04 -0.02 -0.06
H 0.92561 2.65515 3.10282 0.03 0.09 0.04
O -0.62784 6.00129 1.95950 1.64 -1.52 1.20
C 5.92424 5.56627 -5.09262 0.74 0.28 -0.74
C 2.04313 -1.50002 1.16906 4.69 -4.37 4.07
O 3.17567 -1.92480 1.77650 -7.48 3.35 -4.22
H -8.23947 0.51326 3.56004 0.15 -0.19 0.11
O 1.81727 3.27629 -1.69157 0.10 -0.29 -1.22
C -2.63654 -5.21638 1.79550 3.04 -1.32 0.81
C 2.49929 -4.19345 -1.68132 0.37 -1.17 -0.60
H -4.48424 -2.83427 0.97720 0.24 -0.15 0.00
H -4.17396 -4.09909 -0.23829 0.03 0.01 0.02
H -6.47483 0.73031 3.67104 -0.06 -0.08 -0.04
H 2.12768 -3.64296 -3.86210 -1.12 -1.14 1.67
H 5.33185 3.48933 -4.96118 0.00 0.08 0.10
C 5.82109 4.26586 -4.36373 0.56 -1.06 -0.24
C 0.14609 5.27158 2.55636 -1.47 1.25 -1.04
H 0.44984 -2.68445 -2.09684 -0.14 -1.81 -1.62
H -0.55657 4.52731 -2.49389 0.08 -0.01 0.00
C -7.13170 -0.37008 1.92761 -0.30 0.62 -0.96
H 0.65259 4.43995 -0.43250 0.13 -0.18 -0.14
O 2.40748 2.36865 -3.70698 -1.11 1.90 1.26
C -4.11790 -3.85358 0.82739 -0.27 0.72 -0.59
H -0.15409 -4.35895 -0.44337 1.43 -1.33 0.60
O -0.23330 4.31042 3.44848 -0.01 1.02 -0.67
C 4.26062 5.67293 -3.60607 -1.66 0.59 1.24
H 2.04320 -6.37370 -0.84004 0.25 2.36 0.06
H -0.09083 -1.88619 1.97411 1.55 -0.30 -1.48
H -0.00862 -4.23211 2.32866 -0.32 0.26 0.77
H 2.93220 3.95575 3.07036 -0.18 0.19 -0.09
O 0.28046 -3.37591 -2.82672 1.52 0.13 1.28
C 1.84294 3.23167 -3.05569 1.09 -1.61 -0.98
H 0.12000 -5.91393 0.61209 1.25 1.99 -1.09
O 1.15349 4.27839 -3.59670 0.48 -0.92 0.09
H 2.92602 -5.18309 0.32774 -1.93 -0.06 -1.67
I 2.14193 0.45476 0.16517 -0.06 -0.30 0.14
C 0.46776 4.91260 -2.53384 -0.74 0.82 -0.02
C -4.83653 -4.84776 1.68072 -1.06 -0.12 0.48
H -6.67004 0.40510 1.30986 0.04 -0.28 0.04
C 1.26846 4.53013 -1.33151 0.01 0.65 1.25
O -2.77333 -3.97114 1.25315 0.08 -0.63 0.37
H 6.02412 5.43124 -6.17310 -0.16 0.14 0.17
H 3.56271 -4.56931 -2.07289 -2.16 0.89 0.67
H 0.04294 -2.26535 0.13131 1.41 0.32 1.98
H -8.08892 -0.65839 1.48075 0.07 0.01 0.05
C 1.51320 -4.18502 -2.99378 1.46 0.87 -0.65
C -7.27126 0.04812 3.35541 -0.30 1.03 0.40
O -6.30019 -1.51281 2.00317 0.04 -0.50 0.90
C 0.91925 3.54404 3.74245 0.17 -1.19 0.49
O 4.70519 6.21288 -4.77837 -0.56 -0.22 0.80
H 0.91870 3.22854 4.78940 -0.18 0.10 -0.18
H -5.69604 -5.29039 1.16988 0.16 -0.13 0.04
C 2.06187 -5.23885 -0.49398 -0.05 0.04 0.41
O -3.84885 -5.82678 1.94175 0.71 0.01 -0.24
O 4.99702 4.57783 -3.25662 -0.68 1.05 -0.02
H -5.16970 -4.41906 2.63178 0.29 -0.36 -0.63
H 6.75446 6.18286 -4.73257 -0.07 -0.03 -0.01
H 1.28609 -5.27279 -3.42860 0.06 2.36 1.38
O -7.13882 -1.16866 4.06534 0.43 -0.83 -0.47
C -6.44128 -2.02341 3.26128 0.88 -2.10 0.86
C 2.04243 4.47914 3.43090 1.13 -0.18 0.36
O -1.57028 -5.71848 2.10959 -3.48 0.76 -0.66
```
Forces are in eV/Å.

The multiplicity is 1. Its total charge is -1. As for the HOMO-LUMO gap: 6.07 eV.


DFT (wB97M-V/def2-TZVPD) results for a cluster of 3 separate species, C17H36O13S3 in total.

XYZ file:
```
69
Properties=species:S:1:pos:R:3:forces:R:3
H 2.37376 0.78236 -2.36892 -1.97 -1.43 0.90
H 4.79468 2.50619 7.26631 0.15 0.00 0.05
O 0.24352 3.26971 -0.86021 -6.78 -3.48 4.16
O 5.08367 0.95408 4.06305 -0.39 -0.22 0.87
H -0.89736 -0.61147 -2.30979 1.58 -0.92 -1.27
H 1.78984 1.05362 2.46312 -1.60 0.01 -2.25
C 1.32419 -0.43604 0.80238 3.50 -1.47 1.05
O 3.73252 0.36558 6.12289 0.86 0.18 -0.95
O -5.32274 -1.82579 -5.29556 0.22 1.05 0.79
C 1.51394 0.09675 -1.90424 1.77 0.49 -0.20
H 6.23257 3.27867 7.94954 0.04 -0.13 -0.06
C 2.31153 -1.24389 1.88416 2.17 -1.87 -2.34
C 2.17992 -0.63167 -0.59194 -0.57 0.48 -0.30
H 7.69957 1.61997 6.89681 -0.17 -0.32 -0.20
H 2.22837 -1.79631 -0.84768 -0.11 2.60 0.70
H 0.62161 0.81830 -1.67142 1.53 -1.62 -0.40
H -3.54788 1.05370 0.07854 1.80 -0.89 -1.23
H 3.27465 -0.21519 -0.43956 -2.22 -0.85 -0.12
H -5.05484 1.73101 -5.64934 -0.09 -0.15 0.09
H -1.66611 -2.98204 -2.92703 2.51 0.09 0.38
H -6.15153 -2.05350 -2.55079 0.07 0.12 -0.19
H -2.84643 2.96028 -1.35125 1.81 -1.51 0.40
H 2.94150 -1.99512 1.20473 -1.06 1.72 1.22
C 1.15438 1.05838 1.45240 0.15 0.27 0.08
H 1.71711 1.84698 0.75590 -1.64 -1.69 1.34
H -0.39661 1.66036 3.01032 -0.10 -0.10 -2.77
H -0.52107 -0.96142 -4.14071 0.54 -0.56 2.16
H 5.73634 1.65383 8.48658 0.11 0.10 -0.11
H -1.57066 1.91398 -2.30283 -0.52 0.86 2.59
H -6.70577 2.07954 -6.15908 -0.03 -0.25 0.32
C -5.97382 1.27491 -6.03274 0.45 0.62 -0.96
S 4.90555 0.20796 5.28980 0.35 -0.24 0.62
O 1.19241 -3.91369 0.50321 -1.86 4.98 3.16
H 4.24423 -1.85333 4.36588 0.03 0.16 0.12
H -5.44179 1.34327 -8.12680 -0.08 -0.01 0.12
H 0.15572 -3.52285 -3.40840 -1.44 1.44 1.60
O -0.60816 -3.57493 2.26673 3.67 3.66 -3.31
O -6.51690 0.36412 -5.08782 0.28 -0.95 1.11
C -0.50581 -2.83004 -2.71716 -0.36 1.27 -0.06
H -0.30832 -2.99561 -1.56666 -0.26 0.06 -2.48
O -4.41389 -0.01463 -3.77616 -0.47 -0.50 -0.70
C -6.63238 -1.24292 -3.10268 -0.13 0.14 -0.02
C -0.20845 -1.22141 -3.03506 -0.83 -1.34 -0.56
O -0.84504 2.74948 1.23111 0.16 -1.16 -3.16
C -2.01200 2.13827 -1.22022 -0.42 -0.68 -0.12
H -4.94288 -0.14260 -7.30563 -0.10 0.12 -0.02
H -1.19682 0.67870 1.61558 1.89 1.24 0.27
C 5.81251 2.32310 7.62375 -0.38 0.07 0.05
C -0.83494 2.71664 -0.23822 5.47 2.79 -3.01
O 1.52710 -2.22034 2.69421 -0.78 0.84 -3.12
H -6.82779 -0.40029 -2.43698 0.05 -0.09 -0.15
H -3.31548 0.22860 -1.60082 1.36 1.35 1.73
H 3.16684 -0.63803 2.40408 -2.37 -0.91 -0.25
C 5.11286 -1.51945 4.93758 0.19 -0.01 0.07
C -2.73115 0.75619 -0.71187 -0.46 -0.04 -0.09
S -5.52172 -0.71893 -4.38441 -0.60 -0.02 -0.33
C -5.73712 0.60688 -7.37433 0.20 -0.31 -0.12
H 6.02287 -1.65447 4.35022 -0.12 0.08 0.11
H -6.64000 0.09038 -7.71527 0.08 0.16 0.05
O 0.17490 -1.34969 0.71612 0.40 -1.35 1.21
O 1.22949 -0.93647 -2.91277 -1.92 1.46 1.47
O 6.23357 0.38863 6.21818 -0.87 -0.86 -0.90
H 5.17139 -2.06843 5.87923 -0.03 0.14 -0.12
C -0.38042 1.48896 1.82894 -0.09 -0.73 1.45
H 6.68980 2.33258 5.64006 -0.08 -0.19 0.00
H -7.55660 -1.60151 -3.55956 0.18 0.07 0.00
S 0.51805 -2.88549 1.45662 -1.15 -4.73 1.86
C 6.66905 1.70272 6.53581 0.23 1.14 0.42
H -1.94752 -0.03715 -0.30997 -1.73 1.77 -0.66
```
Forces are in eV/Å.

The multiplicity is 1. Its SMILES is CCOCC[C@]1(CCOC(=O)CC)COS(=O)(=O)O1.CCOS(C)(=O)=O.CCOS(C)(=O)=O. As for the HOMO-LUMO gap: 9.28 eV.


DFT (wB97M-V/def2-TZVPD) results for a structure of composition ClNa5.

XYZ file:
```
6
Properties=species:S:1:pos:R:3:forces:R:3
Na 0.15761 -0.50021 -3.05276 0.19 -0.09 -0.82
Na 0.99930 2.85142 -0.45944 0.32 0.74 -0.22
Cl 0.26489 0.05652 -0.12763 -0.45 -0.17 0.26
Na 0.98599 0.36960 2.78724 0.41 0.17 0.75
Na 0.30232 -2.77613 0.50706 0.32 -0.85 0.00
Na -2.71011 -0.00120 0.34553 -0.79 0.20 0.03
```
Forces are in eV/Å.

For the energy above the lowest of the compared OMol25 structures with the same formula, charge and spin, the calculation gives 0.0 kcal/mol. The multiplicity is 1. Its total charge is +4. As for the HOMO-LUMO gap: 11.67 eV.


DFT (wB97M-V/def2-TZVPD) results for a structure of composition C5H12NO.

XYZ file:
```
19
Properties=species:S:1:pos:R:3:forces:R:3
C -1.75540 -0.79349 0.74295 2.11 -2.33 -0.26
H 0.40511 0.67470 1.34742 0.17 -0.84 2.99
C 0.55261 -1.48548 -0.80460 -3.07 4.12 -0.64
H 2.38645 -0.51515 -0.44487 1.40 1.32 -0.44
H 0.36146 -2.43433 -0.48855 -0.81 -2.49 1.18
H -1.76747 1.31070 -1.02534 -0.20 -0.24 0.12
H 0.53178 -1.51062 -1.91885 0.59 0.77 0.95
H 1.78537 2.30302 0.30731 1.52 -0.58 -0.41
H -2.55086 -1.28538 0.10782 1.07 0.90 0.41
N 0.57714 0.49175 0.41155 0.39 0.66 -0.64
H -2.19365 -0.08855 1.39654 -0.71 0.41 1.25
O -1.20566 0.54155 -1.21519 0.12 1.11 -0.42
C 1.49016 -0.70803 0.05901 -1.16 0.95 -0.77
H 0.23441 2.63589 0.48604 -1.22 -0.31 0.84
C -0.71449 -0.07846 -0.13294 0.77 -5.66 -3.04
H 0.49718 1.94275 -1.05802 1.52 0.32 1.02
H 1.71150 -1.17352 0.96261 0.32 -0.88 1.55
H -1.19711 -1.72117 1.24835 -1.42 2.34 -0.48
C 0.85144 1.89383 0.01877 -1.39 0.42 -3.20
```
Forces are in eV/Å.

For the energy above the lowest of the compared OMol25 structures with the same formula, charge and spin, the calculation gives 80.1 kcal/mol. The multiplicity is 1. Its total charge is +1. As for the HOMO-LUMO gap: 10.51 eV.


> Number 1 is which compound?

C6H19NO3


> Which formula does entry 4 have?

ClNa5


> What is the multiplicity in the second record?

1